Entry 1:
Formula: C28H26NO4
Source: OMol25
Level of theory: ωB97M-V/def2-TZVPD

CARTESIAN COORDINATES (ANGSTROEM)
C1 -1.997 1.596 4.837
C2 -0.731 1.784 4.085
O1 -1.112 1.905 2.683
C3 -0.057 2.173 1.874
O2 1.017 2.496 2.329
C4 -0.467 1.979 0.380
C5 0.281 2.930 -0.516
C6 1.670 2.943 -0.365
C7 2.487 3.638 -1.268
C8 1.912 4.406 -2.275
C9 0.530 4.403 -2.452
C10 -0.302 3.678 -1.568
C11 -0.476 0.372 -0.050
C12 -1.334 -0.421 0.843
C13 -2.714 -0.891 0.650
O3 -3.460 -0.815 -0.330
C14 -3.079 -1.449 1.987
C15 -4.288 -2.028 2.346
C16 -4.395 -2.519 3.658
C17 -3.330 -2.348 4.588
C18 -2.132 -1.722 4.207
C19 -2.004 -1.333 2.879
C20 -0.831 -0.766 2.165
O4 0.318 -0.638 2.629
C21 -0.861 0.230 -1.504
C22 -2.057 0.715 -2.025
C23 -2.351 0.578 -3.369
C24 -1.397 0.031 -4.267
N1 -1.686 -0.138 -5.615
C25 -1.368 0.884 -6.575
C26 -2.822 -0.932 -6.022
C27 -0.149 -0.421 -3.731
C28 0.081 -0.367 -2.367
H1 -1.928 0.764 5.544
H2 -2.245 2.498 5.356
H3 -2.835 1.405 4.176
H4 -0.205 2.691 4.349
H5 -0.078 0.915 4.239
H6 -1.558 2.045 0.284
H7 2.095 2.363 0.463
H8 3.570 3.640 -1.081
H9 2.543 5.088 -2.810
H10 0.089 5.008 -3.246
H11 -1.383 3.640 -1.748
H12 0.532 0.017 0.096
H13 -5.096 -2.113 1.614
H14 -5.316 -3.026 3.979
H15 -3.445 -2.717 5.611
H16 -1.291 -1.550 4.873
H17 -2.806 1.139 -1.338
H18 -3.345 0.886 -3.715
H19 -0.487 1.502 -6.275
H20 -1.193 0.374 -7.549
H21 -2.252 1.560 -6.734
H22 -3.020 -1.785 -5.326
H23 -3.733 -0.290 -6.117
H24 -2.565 -1.295 -7.043
H25 0.606 -0.839 -4.400
H26 0.983 -0.792 -1.920

LUMO level = 2.84 eV
DFT total energy = -39139.10039 eV
net charge = -1
highest occupied orbital energy = -3.84 eV

Results of the natural (NBO) charge analysis, in e, for atoms 1 through 2: C -0.637; C -0.095

Entry 2:
Formula: C5H4N2
Source: OMol25
Level of theory: ωB97M-V/def2-TZVPD

CARTESIAN COORDINATES (ANGSTROEM)
C1 -0.932 2.529 0.012
C2 -0.225 1.563 0.159
C3 0.577 0.391 0.326
N1 0.090 -0.733 1.180
C4 -0.061 -0.831 -0.140
C5 -0.536 -1.616 -1.143
N2 0.476 -2.400 -1.469
H1 -1.560 3.374 -0.124
H2 1.661 0.499 0.340
H3 -0.765 -0.660 1.718
H4 1.274 -2.116 -0.859

LUMO level (spin up / spin down) = -0.31 / -0.31 eV
relative energy (zero: lowest compared OMol25 entry of this formula, charge and spin) = 7.336 eV
DFT total energy = -8222.15715 eV
highest occupied orbital energy (spin up / spin down) = -8.10 / -8.10 eV

Results of the natural (NBO) charge analysis, in e, for atoms 1 through 2: C -0.145; C -0.081

Entry 3:
Formula: C10H8F3N2O5S2
Source: OMol25
Level of theory: ωB97M-V/def2-TZVPD

CARTESIAN COORDINATES (ANGSTROEM)
C1 -0.408 3.242 1.423
C2 -1.632 2.854 0.662
N1 -2.827 3.220 1.604
O1 -3.915 3.549 1.116
O2 -2.537 3.225 2.819
H1 0.445 3.409 0.764
H2 -0.628 4.168 1.951
H3 -0.191 2.454 2.145
H4 -1.782 3.377 -0.295
F1 -3.580 1.465 -1.506
C3 -2.304 0.981 -1.502
F2 -2.317 -0.269 -2.010
F3 -1.552 1.766 -2.315
S1 -1.735 0.958 0.280
N2 -0.311 -0.307 -0.282
C4 -0.573 -1.684 -0.174
O3 -1.668 -2.167 0.065
C5 0.717 -2.392 -0.403
C6 1.781 -1.528 -0.279
C7 3.108 -1.945 -0.354
C8 3.353 -3.298 -0.638
C9 2.281 -4.207 -0.766
C10 0.961 -3.766 -0.608
S2 1.265 0.100 0.134
O4 1.774 1.058 -0.810
O5 1.378 0.323 1.552
H5 3.909 -1.219 -0.199
H6 4.380 -3.652 -0.751
H7 2.493 -5.264 -0.977
H8 0.114 -4.447 -0.645

LUMO level = 2.77 eV
DFT total energy = -53536.85095 eV
net charge = -1
highest occupied orbital energy = -3.12 eV

Results of the natural (NBO) charge analysis, in e, for atoms 1 through 2: C -0.657; C -0.251

Entry 4:
Formula: C32H57F5N3O6
Source: OMol25
Level of theory: ωB97M-V/def2-TZVPD

CARTESIAN COORDINATES (ANGSTROEM)
C1 1.973 3.517 -2.477
N1 2.102 3.048 -1.066
C2 1.901 1.613 -0.922
N2 0.794 1.282 0.066
C3 0.799 2.042 1.176
C4 -0.250 1.772 2.154
C5 -1.114 0.684 1.781
C6 -0.927 -0.046 0.543
C7 -1.868 -1.251 0.205
F1 -1.114 -2.095 -0.575
F2 -2.171 -1.914 1.362
C8 -3.146 -0.782 -0.590
F3 -4.155 -0.529 0.265
F4 -3.507 -1.695 -1.507
F5 -2.787 0.342 -1.280
N3 0.035 0.304 -0.302
H1 2.722 4.341 -2.609
H2 2.218 2.754 -3.250
H3 0.978 3.995 -2.604
H4 3.089 3.194 -0.835
H5 2.803 1.065 -0.561
H6 1.645 1.168 -1.918
H7 1.550 2.837 1.358
H8 -0.354 2.357 3.084
H9 -1.952 0.379 2.440
C9 2.070 8.475 0.036
C10 2.555 7.409 1.002
C11 2.505 6.159 0.141
O1 2.750 6.574 -1.205
C12 2.674 8.006 -1.276
H10 2.373 9.485 0.307
H11 0.978 8.451 -0.026
H12 3.587 7.618 1.298
H13 1.952 7.328 1.907
H14 1.513 5.692 0.172
H15 3.249 5.415 0.436
H16 3.691 8.391 -1.405
H17 2.080 8.299 -2.142
C13 0.921 -1.219 5.962
C14 0.872 -2.445 5.067
C15 -0.324 -2.147 4.185
O2 -0.394 -0.715 4.053
C16 0.498 -0.116 5.007
H18 1.898 -1.040 6.410
H19 0.188 -1.318 6.767
H20 1.781 -2.497 4.460
H21 0.773 -3.382 5.611
H22 -1.254 -2.488 4.649
H23 -0.240 -2.604 3.197
H24 1.359 0.285 4.457
H25 -0.007 0.709 5.514
C17 -1.612 2.666 -6.283
C18 -0.672 1.602 -6.821
C19 0.688 2.201 -6.513
O3 0.532 2.998 -5.328
C20 -0.866 3.150 -5.051
H26 -2.612 2.295 -6.056
H27 -1.706 3.480 -7.007
H28 -0.806 0.671 -6.262
H29 -0.812 1.386 -7.880
H30 1.024 2.862 -7.320
H31 1.454 1.442 -6.346
H32 -1.106 2.534 -4.175
H33 -1.081 4.193 -4.812
C21 2.050 -3.086 -6.389
C22 2.927 -2.815 -5.181
C23 3.611 -1.517 -5.575
O4 2.694 -0.805 -6.416
C24 1.623 -1.685 -6.787
H34 1.207 -3.745 -6.181
H35 2.647 -3.536 -7.187
H36 2.302 -2.655 -4.297
H37 3.632 -3.616 -4.959
H38 4.520 -1.706 -6.154
H39 3.870 -0.900 -4.712
H40 0.726 -1.373 -6.240
H41 1.428 -1.592 -7.857
C25 -4.554 -1.883 3.264
C26 -4.337 -2.679 4.537
C27 -4.211 -1.577 5.576
O5 -5.016 -0.484 5.117
C28 -5.400 -0.722 3.758
H42 -5.035 -2.451 2.467
H43 -3.599 -1.515 2.891
H44 -5.218 -3.292 4.747
H45 -3.466 -3.335 4.504
H46 -3.176 -1.223 5.657
H47 -4.549 -1.891 6.565
H48 -6.465 -0.975 3.749
H49 -5.254 0.187 3.171
C29 -0.739 -7.629 3.479
C30 0.157 -7.070 2.390
C31 0.130 -5.582 2.695
O6 -0.043 -5.452 4.113
C32 -0.399 -6.733 4.656
H50 -0.571 -8.686 3.687
H51 -1.788 -7.499 3.200
H52 1.173 -7.457 2.509
H53 -0.179 -7.303 1.380
H54 -0.719 -5.091 2.205
H55 1.049 -5.075 2.391
H56 0.465 -7.115 5.209
H57 -1.232 -6.618 5.351

LUMO level = -4.28 eV
relative energy (zero: lowest compared OMol25 entry of this formula, charge and spin) = 0.000 eV
DFT total energy = -64441.03430 eV
net charge = +1
highest occupied orbital energy = -11.22 eV

Results of the Löwdin charge analysis, in e, for atoms 1 through 2: C -0.087; N -0.097

Entry 5:
Formula: C2H2F3NO2S
Source: OMol25
Level of theory: ωB97M-V/def2-TZVPD

CARTESIAN COORDINATES (ANGSTROEM)
C1 -1.739 1.481 -0.109
C2 -2.780 -0.232 0.107
N1 0.743 0.291 0.148
O1 -2.266 2.286 -0.768
O2 0.514 2.714 -0.335
F1 -2.452 -1.083 -0.870
F2 -2.407 -0.779 1.277
F3 -4.084 -0.012 0.111
S1 0.063 1.737 0.613
H1 0.837 0.080 -0.836
H2 0.598 -0.510 0.737

LUMO level = 0.00 eV
relative energy (zero: lowest compared OMol25 entry of this formula, charge and spin) = 0.704 eV
DFT total energy = -26676.65059 eV
highest occupied orbital energy = -9.21 eV

Results of the natural (NBO) charge analysis, in e, for atoms 1 through 2: C 0.290; C 0.905

Entry 6:
Formula: C2F3NO3S2Y
Source: OMol25
Level of theory: ωB97M-V/def2-TZVPD

CARTESIAN COORDINATES (ANGSTROEM)
N1 0.553 1.014 1.655
S1 0.367 2.364 0.538
S2 0.699 -0.405 1.049
C1 2.168 -0.469 -0.194
F1 1.909 -0.098 -1.441
F2 3.157 0.285 0.276
F3 2.594 -1.736 -0.226
O1 -2.219 -2.393 0.984
C2 -2.229 -1.467 0.244
O2 -2.932 -0.640 -0.294
O3 -0.434 -0.604 -0.159
Y1 -1.238 1.295 -1.327

LUMO level (spin up / spin down) = -0.86 / -1.42 eV
relative energy (zero: lowest compared OMol25 entry of this formula, charge and spin) = 0.252 eV
DFT total energy = -40570.17684 eV
highest occupied orbital energy (spin up / spin down) = -7.06 / -8.33 eV
multiplicity = 2

Results of the natural (NBO) charge analysis, in e, for atoms 1 through 2: N -0.968; S -0.364